175
Properties=species:S:1:pos:R:3:forces:R:3:lowdin_charge:R:1 method="wB97M-V/def2-TZVPD" homo_lumo_gap_ev=6.845 homo_energy_ha=-0.3735 charge=+1 lumo_energy_ev=-3.319 e_tot_ha=-15742.57634
C -2.20480 -1.16179 3.67032 0.1 1.4 0.6 -0.2510
Cl -7.52123 -9.27935 -4.35316 -0.2 -0.4 -0.5 0.6391
C -0.78034 7.70875 -1.15495 0.8 0.6 0.4 -0.2538
N -3.04130 2.29060 0.83746 -0.1 -0.8 -0.7 -0.1743
H -0.51934 0.13903 4.15383 0.0 -0.6 -0.7 0.0795
H 7.90151 -6.69022 -3.26751 0.0 0.0 -0.1 0.0728
H 1.12635 7.94149 -2.28328 -0.3 0.0 1.2 0.1435
C -0.01221 1.75380 1.37907 1.0 -1.1 -2.4 -0.3090
C -0.26056 2.84766 -1.09367 0.3 -1.3 -1.8 -0.1600
H -2.38615 6.97143 -1.93906 0.4 -0.3 -0.2 0.0950
C 3.14179 -5.38295 -5.34815 0.1 0.1 -0.2 -0.7036
C 0.44459 6.18818 2.41956 -0.6 0.9 0.6 -0.5010
Cl -3.02896 1.98210 9.82578 -0.3 -0.4 -0.2 0.5267
H 3.01456 7.17196 -1.04653 -0.1 -1.1 0.8 0.1472
C 3.25313 -11.45744 -5.32800 -0.1 -0.1 -0.1 -0.6621
Cl -7.21446 -4.11312 -3.47732 0.1 0.1 0.1 0.5508
Cl -6.17104 3.92042 -1.31208 0.0 -0.1 0.0 0.5425
H -2.26094 1.74994 7.60744 -0.1 0.0 0.0 0.0638
H 3.52356 0.82767 0.59514 -0.9 1.2 -0.4 0.1156
Cl 7.27543 -4.71830 -4.40288 0.0 0.0 0.0 0.5611
H -2.80160 5.73929 9.40723 0.1 0.0 0.0 0.0650
H -2.91863 3.35787 7.93304 -0.1 0.0 0.0 0.0532
H 0.91652 -0.09921 0.41700 -0.2 0.9 1.1 0.1185
H -8.17215 3.68660 -0.08338 0.1 0.0 0.0 0.0718
H -0.46904 0.83216 -2.38014 0.2 1.3 1.0 0.0595
O -1.73797 0.23252 -0.37512 0.1 1.8 1.4 -0.3255
Cl -1.02018 4.10351 10.97963 0.2 0.3 0.1 0.5285
H 0.68337 -1.71720 2.14459 -0.8 1.1 -0.2 0.1250
H 5.42106 2.02960 0.71099 -0.9 0.7 -0.7 0.0485
H -4.45459 2.22116 6.42139 0.1 0.0 0.0 0.0682
N -2.91960 0.08390 4.13484 0.2 -0.7 0.1 -0.0328
Cl 4.10361 6.58344 6.28325 -0.1 0.0 -0.1 0.5455
H 6.97460 -8.46031 -7.24834 -0.1 0.0 -0.1 0.0031
C 8.45456 -5.87245 -3.72924 0.1 -0.1 0.1 -0.6438
H 5.89317 5.96553 7.66414 0.0 0.0 -0.1 0.0771
C 0.79460 7.57345 -1.26231 -1.3 0.2 -1.0 -0.1710
C 0.95055 4.73622 2.01926 2.6 -0.3 -1.7 -0.3931
H -2.70169 -3.37309 -1.47178 -0.1 0.1 0.1 0.0392
H 2.50690 4.12872 4.61164 -0.6 -0.8 -1.1 0.0081
H -8.37375 -9.14190 -7.95566 0.0 0.0 0.1 0.0753
C 5.26654 5.41828 6.95928 0.1 -0.1 0.1 -0.6512
Cl -6.41648 2.01039 1.49896 0.1 -0.1 0.0 0.5615
O -1.44078 6.75284 -1.98981 0.0 0.7 0.7 -0.0952
H 3.58279 -12.49690 -5.30963 0.0 0.1 -0.1 0.0723
H 5.65046 -8.29254 -8.39991 -0.1 0.2 0.0 0.0729
H -3.63628 0.36047 3.46710 0.0 -0.2 0.5 0.0397
C -0.73652 6.70766 3.31473 -0.4 2.9 1.5 -0.8125
C -6.58699 3.78221 1.38791 -0.1 0.3 0.1 -0.6466
O 1.22981 6.19021 -1.20007 1.1 0.8 1.1 -0.1441
H -1.01104 -3.33372 -2.53276 0.1 0.0 0.0 0.0502
C 3.23660 -10.94970 -6.75304 0.0 -0.2 0.0 -0.6575
C 0.72611 -2.11852 -2.21937 -0.1 -0.2 0.1 -0.6562
H 2.24878 2.35494 4.49007 -0.1 0.8 -0.6 0.0832
H -1.07260 7.63473 -0.05783 0.2 -0.3 -1.2 0.0864
H 4.70414 4.66830 7.51520 0.0 0.0 -0.1 0.0716
C 2.45934 5.12304 1.49707 1.9 -1.2 -0.4 -0.1874
C 6.26173 -7.75729 -7.67267 0.0 -0.1 -0.3 -0.6748
H -0.15024 -1.62116 4.23692 -0.1 1.0 -1.0 0.1116
H -2.39830 -1.96686 4.43195 0.3 0.6 -1.0 0.1142
H -0.87104 -1.41717 1.42372 0.6 1.2 0.8 0.0903
H -7.20531 4.09343 2.23055 0.0 -0.1 -0.1 0.0754
Cl 2.07742 -4.85200 -4.01776 -0.1 -0.1 0.1 0.5926
O 2.56654 6.34355 0.75815 -0.3 -0.6 0.2 -0.1300
Cl -4.65933 0.13093 7.46069 0.0 0.0 0.0 0.5606
H 2.89285 2.05814 1.67024 0.9 0.4 -0.7 0.0686
H 0.93530 1.28968 -3.82624 -0.1 0.4 0.1 0.0098
Cl -4.25740 -1.63662 -1.11704 -0.2 0.1 0.0 0.6029
Cl 2.77568 -3.14685 -6.88346 -0.1 0.0 0.0 0.5470
H -3.49893 2.10057 -0.06772 0.3 0.6 0.3 0.0431
H 4.24145 -10.90275 -7.17276 -0.1 0.1 0.1 0.0651
Cl 8.62018 -7.42696 -5.97524 0.7 0.0 0.7 0.6773
H 2.82636 4.39565 0.72731 -0.9 -0.1 1.2 0.0871
H 0.03467 8.72829 2.46407 -0.5 -0.4 0.5 0.0666
H 9.00138 -5.34554 -2.94658 0.0 0.0 -0.1 0.0742
Cl 5.20190 -7.23148 -6.34189 0.4 -0.3 -0.4 0.6132
C 2.29127 3.29635 3.87702 0.6 -0.2 -0.7 -0.2564
S -1.14460 4.86577 0.55918 0.0 -0.8 0.6 0.9129
C -8.37460 -9.65880 -5.87608 -0.1 -0.2 -0.2 -0.6211
H -5.25086 2.35221 7.99337 0.1 -0.1 0.0 0.0707
H -7.03375 -7.75718 -2.87169 0.1 0.7 0.3 -0.0510
H -1.64930 8.81089 3.12931 0.9 -0.6 0.0 0.0555
Cl -1.40123 -1.38460 -3.77702 0.0 0.0 0.0 0.5831
H 2.22913 3.01150 -1.12262 -0.1 -0.9 1.0 0.0807
Cl -3.37558 -3.89234 1.29869 0.1 0.1 0.1 0.5662
C 0.91399 3.57360 3.07379 0.4 1.5 3.3 -0.4488
Cl -6.35956 -6.38401 -1.08811 -0.2 -0.1 0.0 0.6095
Cl 2.50798 -9.32965 -6.88079 -0.1 0.0 0.0 0.5335
C -7.23225 4.21044 0.08898 -0.1 0.1 0.1 -0.6560
H 6.90772 4.18156 6.35478 -0.1 0.0 0.0 0.0768
C 6.12986 4.78775 5.88934 0.3 0.2 0.2 -0.6293
C 1.97570 2.26088 -0.31158 1.3 -0.2 0.1 -0.1723
C 2.56881 6.20655 -0.64324 -0.2 1.7 -1.6 -0.2058
H 6.61228 5.53870 5.26441 -0.2 0.0 0.0 0.0742
H 3.20434 3.25823 3.23695 -1.0 -0.2 0.2 0.0126
C -4.41599 1.89563 7.46221 0.0 0.2 -0.1 -0.6527
H -8.29054 -6.59545 -2.43042 0.1 0.1 0.0 0.0776
Cl 1.77948 6.87031 3.60168 -0.3 -0.6 -0.8 0.6885
H 3.21601 5.39595 -1.07486 -1.0 0.1 0.8 0.1341
H -2.66268 0.05888 -0.65859 0.6 -0.2 0.1 -0.0335
H 7.52021 -5.99572 -7.57414 -0.3 0.1 -0.1 0.0034
H 4.60815 -4.59563 -6.69715 -0.1 0.0 0.0 0.0075
H 0.39260 6.88195 1.52456 0.7 -1.4 1.0 0.0863
Cl 5.19162 3.70848 4.82620 0.2 0.0 0.0 0.6144
I 5.04406 2.51770 -1.91714 -0.3 0.2 1.0 0.7654
H 9.89583 -5.55474 -5.31376 -0.1 0.0 0.0 0.0756
H -1.06393 8.76145 -1.46731 0.5 -1.0 0.3 0.1309
C 9.42030 -6.37653 -4.77863 0.2 0.1 0.2 -0.6080
C -4.24416 -4.22930 -0.22074 0.0 0.1 -0.1 -0.7071
H -4.05051 -5.27112 -0.46979 0.1 0.1 0.0 0.0325
C 0.58471 2.76132 0.30243 0.0 -0.9 -2.1 -0.3449
Cl -8.43666 -7.09041 -6.82938 0.0 0.0 0.0 0.5790
H -7.43822 5.28101 0.11514 0.1 -0.1 0.1 0.0755
H 1.65496 0.31876 2.03298 -1.0 0.4 -0.8 0.1253
H -3.79978 2.18228 1.52628 0.6 0.0 -0.2 -0.0195
C -0.36499 -2.67323 -3.11051 0.1 -0.1 0.0 -0.6572
Cl 1.94400 -1.19763 -3.13540 0.0 0.0 0.0 0.5760
F -1.17936 2.30313 3.24769 -0.1 0.4 0.0 -0.1965
N 0.48157 4.18264 0.70637 -2.5 1.2 1.3 -0.3189
C -3.08781 2.28808 8.07145 0.0 0.1 0.0 -0.6613
H -1.81648 6.19116 11.69778 0.0 0.0 -0.1 0.0768
H -1.70940 4.30330 1.70531 0.5 0.4 -1.0 -0.1059
C -3.78282 -3.33922 -1.35185 0.1 -0.4 -0.1 -0.6229
H -2.07855 7.34279 9.56704 0.1 0.0 0.0 0.0757
C -1.86374 6.27365 9.55836 -0.3 0.1 0.3 -0.6524
H 3.25268 5.12057 2.28356 -0.9 0.4 -0.4 0.1013
H 0.04167 3.81227 -1.61345 -0.6 -0.8 1.1 0.1229
H -9.44449 -9.56203 -5.69418 0.1 0.1 0.0 0.0738
H 4.71334 3.67320 0.63762 -0.2 -0.9 -0.9 0.0432
H 2.63823 -11.61598 -7.37560 0.0 0.0 0.1 0.0729
C 4.59297 2.63299 0.22907 0.2 -0.5 1.5 -0.6108
C -0.12134 -0.90173 2.10011 1.3 -1.8 0.5 -0.2577
P -1.83324 1.08696 1.12580 -1.9 -1.7 0.1 1.0169
H -0.23801 8.74976 4.23964 -0.4 -0.7 -1.1 0.0765
H -5.66387 -5.85416 -3.84606 -0.1 0.0 0.1 0.0718
H 2.26445 -11.40534 -4.87287 0.1 0.1 -0.1 0.0683
H -6.84247 -8.80082 -7.14412 -0.1 0.0 0.1 0.0722
Cl 5.89150 -5.52012 -9.20973 -0.1 0.0 0.0 0.5659
H -1.35959 2.70445 -0.99802 0.9 0.8 0.3 0.0610
C 3.22421 1.92791 0.60789 0.5 -0.2 0.0 -0.2897
H 1.21610 8.19877 -0.42330 -0.2 -0.6 -0.9 0.1313
H 10.20222 -6.97235 -4.30636 -0.1 0.0 0.0 0.0757
I -0.15976 3.95008 5.04778 -0.1 0.7 0.4 1.1415
Cl -2.50054 6.42062 2.99425 0.4 -0.7 -0.1 0.5591
Cl -0.82345 5.96222 8.14656 0.1 -0.1 -0.2 0.5109
C -1.20156 5.87060 10.85613 0.1 0.1 0.1 -0.6480
H -0.21481 6.32018 10.96553 -0.1 0.0 -0.1 0.0697
H -4.24052 -3.66584 -2.28676 -0.1 0.1 0.1 0.0639
C -7.92590 -8.78507 -7.02766 0.1 -0.2 0.0 -0.6436
H -3.31333 -0.07331 5.06339 -0.2 0.2 -0.5 0.0089
Cl 4.38301 -10.53886 -4.30129 0.0 0.0 0.0 0.5323
H 0.60627 1.60446 3.36483 -0.5 0.2 -0.3 0.1394
H 1.89501 1.26280 -0.83812 -0.8 1.5 0.3 0.0958
C -7.22276 -6.71137 -2.61529 0.0 -0.2 -0.1 -0.6781
C 3.87508 -4.22202 -5.98323 0.2 -0.1 0.1 -0.6896
C -6.74781 -5.81433 -3.73431 0.0 -0.2 0.0 -0.6676
C -0.62827 -0.81929 3.59054 -1.5 -1.4 0.2 -0.1794
H 0.31496 -1.46335 -1.44916 -0.1 0.0 -0.1 0.0390
C -0.64208 8.34112 3.26416 0.0 0.3 0.3 -0.1792
H 7.72775 -6.96811 -9.02878 -0.1 0.0 0.0 0.0770
H 2.53250 -5.91942 -6.07469 0.0 0.1 0.1 0.0629
N 0.13657 2.30977 2.75781 0.6 -0.7 -0.5 -0.0528
H -2.63776 -1.42719 2.67523 0.7 -0.1 0.8 0.0561
H 4.39888 -3.62360 -5.23744 -0.2 0.0 0.0 0.0565
C 0.67742 0.29276 1.45265 0.3 -0.6 -0.2 -0.1582
H -5.31011 -4.11671 -0.03247 0.1 0.1 0.0 0.0379
C 0.05352 1.82928 -2.24527 1.3 -0.7 -1.6 -0.2412
H 0.04390 -3.24177 -3.94338 0.0 0.2 0.0 0.0129
H 3.85244 -6.08232 -4.91953 -0.1 0.2 0.3 -0.0141
H -8.16035 -10.70393 -6.10192 0.1 0.1 0.0 0.0754
C 6.99568 -6.59414 -8.31141 -0.1 -0.1 -0.2 -0.7039
H -0.63481 6.57544 4.43266 0.0 -0.7 -1.7 -0.0029
H 1.25383 -2.93648 -1.72614 0.0 0.0 -0.1 0.0646
N 0.90415 2.10185 -3.19447 -1.4 -0.2 1.7 0.0967
H -7.19857 -6.12834 -4.67345 0.0 0.0 0.1 -0.0013
H -5.59827 4.22563 1.50959 0.0 -0.1 -0.1 0.0609